Entry 1:
Molecular formula: C9H14
Method: DFT, the ωB97M-V functional and the def2-TZVPD basis

Output
Strongest force on any atom in eV Å⁻¹: 1.6
Energy relative to the best compared isomer or geometry (same formula, charge and spin) in kcal per mole: 16.70
LUMO energy in eV: 1.1
DFT total energy in a.u.: -351.3036
Kohn-Sham gap in eV: 10.1356
SMILES: Cc1ccccc1.CC

Last column: Mulliken charge in e.
Geometry (Å):
C (1.53, 1.48, -1.15)  -1.36
C (0.88, -0.10, 0.72)  -0.68
C (1.50, 0.10, -0.51)  0.69
C (0.71, -1.40, 1.18)  -0.26
C (1.04, -2.52, 0.43)  -0.48
C (1.95, -1.02, -1.18)  -0.33
C (1.74, -2.32, -0.74)  -0.42
H (0.67, 0.71, 1.39)  0.47
H (0.17, -1.49, 2.12)  0.32
H (0.83, 2.11, -0.60)  0.30
H (1.09, 1.28, -2.13)  0.32
H (0.63, -3.47, 0.74)  0.37
H (2.33, -0.86, -2.19)  0.32
H (2.06, -3.18, -1.31)  0.36
H (2.45, 2.04, -1.22)  0.36
C (-2.15, 0.74, -0.10)  -0.52
C (-2.72, 1.39, 1.18)  -0.94
H (-2.99, 0.21, -0.46)  0.40
H (-1.79, 1.50, -0.76)  0.22
H (-1.27, 0.12, 0.05)  -0.01
H (-2.90, 2.45, 1.01)  0.25
H (-2.07, 1.22, 2.04)  0.29
H (-3.69, 1.00, 1.48)  0.32



Entry 2:
Molecular formula: C9H14
Method: DFT, the ωB97M-V functional and the def2-TZVPD basis

Output
Strongest force on any atom in eV Å⁻¹: 1.7
Energy relative to the best compared isomer or geometry (same formula, charge and spin) in kcal per mole: 8.97
LUMO energy in eV: 1.0
DFT total energy in a.u.: -351.3159
Kohn-Sham gap in eV: 10.0616
SMILES: Cc1ccccc1.CC

Last column: Mulliken charge in e.
Geometry (Å):
C (3.18, 0.66, 0.54)  -1.38
C (-0.20, -1.04, 1.12)  -0.51
C (1.10, -0.78, 0.70)  -0.35
C (-0.94, -0.07, 1.78)  -0.57
C (1.79, 0.39, 0.99)  0.77
C (-0.28, 1.14, 2.01)  -0.36
C (1.02, 1.41, 1.60)  -0.44
H (-0.64, -1.94, 0.69)  0.40
H (1.67, -1.62, 0.32)  0.29
H (-1.95, -0.28, 2.09)  0.44
H (-0.75, 1.94, 2.56)  0.35
H (3.66, 1.53, 0.97)  0.36
H (3.22, 0.81, -0.55)  0.28
H (1.40, 2.41, 1.75)  0.36
H (3.84, -0.20, 0.69)  0.35
C (-2.08, 0.05, -1.71)  -0.57
C (-1.96, -1.10, -2.67)  -0.90
H (-2.58, 0.96, -2.02)  0.37
H (-2.62, -0.29, -0.81)  0.18
H (-1.09, 0.32, -1.31)  0.11
H (-2.92, -1.55, -2.90)  0.29
H (-1.49, -0.85, -3.63)  0.28
H (-1.37, -1.92, -2.24)  0.25



Entry 3:
Molecular formula: C9H14
Method: DFT, the ωB97M-V functional and the def2-TZVPD basis

Output
Strongest force on any atom in eV Å⁻¹: 1.2
Energy relative to the best compared isomer or geometry (same formula, charge and spin) in kcal per mole: 6.72
LUMO energy in eV: 1.0
DFT total energy in a.u.: -351.3195
Kohn-Sham gap in eV: 10.0657
SMILES: Cc1ccccc1.CC

Last column: Mulliken charge in e.
Geometry (Å):
C (1.57, -2.10, 1.39)  -0.69
C (0.49, -1.74, 2.41)  -0.85
H (2.29, -2.85, 1.73)  0.35
H (1.13, -2.55, 0.50)  0.15
H (2.15, -1.25, 1.04)  0.23
H (0.49, -0.69, 2.71)  0.26
H (0.71, -2.22, 3.37)  0.32
H (-0.48, -2.06, 2.07)  0.24
C (-0.87, 3.16, -0.44)  -1.38
C (0.76, -0.03, -1.70)  -0.56
C (0.61, 1.28, -1.25)  -0.38
C (-0.26, -0.96, -1.57)  -0.56
C (-0.64, 1.71, -0.81)  0.84
C (-1.50, -0.53, -1.10)  -0.44
C (-1.68, 0.80, -0.77)  -0.38
H (1.71, -0.34, -2.09)  0.36
H (1.45, 1.96, -1.23)  0.31
H (-0.08, -1.96, -1.94)  0.47
H (-2.29, -1.27, -0.95)  0.39
H (-1.49, 3.66, -1.19)  0.29
H (0.06, 3.67, -0.26)  0.36
H (-2.66, 1.08, -0.40)  0.34
H (-1.46, 3.23, 0.49)  0.33



Entry 4:
Molecular formula: C9H14
Method: DFT, the ωB97M-V functional and the def2-TZVPD basis

Output
Strongest force on any atom in eV Å⁻¹: 4.0
Energy relative to the best compared isomer or geometry (same formula, charge and spin) in kcal per mole: 58.89
LUMO energy in eV: 1.0
DFT total energy in a.u.: -351.2363
Kohn-Sham gap in eV: 9.8440
SMILES: Cc1ccccc1.CC

Last column: Mulliken charge in e.
Geometry (Å):
C (-3.06, -1.42, 1.29)  -0.98
C (-2.13, -1.35, 0.05)  -0.45
H (-4.11, -1.81, 1.05)  0.27
H (-2.69, -1.96, 2.18)  0.28
H (-3.33, -0.52, 1.75)  0.33
H (-2.45, -0.44, -0.41)  0.19
H (-0.98, -1.17, 0.18)  0.04
H (-2.29, -2.21, -0.70)  0.31
C (2.22, -0.01, -2.29)  -1.24
C (0.26, 1.28, 1.33)  -0.35
C (0.24, 2.01, 0.12)  -0.52
C (1.22, 0.21, 1.37)  -0.39
C (1.13, 1.67, -0.91)  -0.52
C (1.85, -0.29, 0.27)  -0.68
C (1.73, 0.42, -0.88)  0.92
H (-0.25, 1.74, 2.28)  0.28
H (-0.24, 2.92, 0.06)  0.54
H (1.47, -0.02, 2.41)  0.33
H (1.40, 2.34, -1.73)  0.39
H (2.74, -0.97, 0.35)  0.32
H (2.63, -1.20, -2.15)  0.27
H (3.19, 0.42, -2.62)  0.32
H (1.45, 0.36, -3.00)  0.33



Entry 5:
Molecular formula: C9H14
Method: DFT, the ωB97M-V functional and the def2-TZVPD basis

Output
Strongest force on any atom in eV Å⁻¹: 2.7
Energy relative to the best compared isomer or geometry (same formula, charge and spin) in kcal per mole: 21.06
LUMO energy in eV: 1.0
DFT total energy in a.u.: -351.2966
Kohn-Sham gap in eV: 9.9553
SMILES: Cc1ccccc1.CC

Last column: Mulliken charge in e.
Geometry (Å):
C (-0.89, -0.06, 2.09)  -0.42
C (-0.31, -0.21, 3.53)  -0.93
H (-0.35, 0.68, 1.51)  -0.03
H (-0.86, -1.01, 1.57)  0.17
H (-1.94, 0.24, 2.23)  0.37
H (-1.03, -0.78, 4.10)  0.31
H (-0.18, 0.77, 3.96)  0.27
H (0.70, -0.62, 3.38)  0.27
C (0.66, 2.14, -1.04)  -1.51
C (1.02, -0.29, -0.59)  -0.38
C (0.43, 0.72, -1.38)  0.88
C (0.70, -1.60, -0.79)  -0.54
C (-0.31, 0.35, -2.48)  -0.34
C (-0.06, -1.95, -1.91)  -0.32
C (-0.58, -1.01, -2.76)  -0.63
H (1.66, 0.04, 0.24)  0.43
H (0.95, -2.35, -0.04)  0.40
H (1.72, 2.45, -1.01)  0.30
H (0.26, 2.59, -0.12)  0.29
H (-0.48, 1.18, -3.15)  0.32
H (-0.09, -3.02, -2.09)  0.33
H (-1.17, -1.20, -3.64)  0.37
H (0.14, 2.93, -1.62)  0.37



Entry 6:
Molecular formula: C9H14
Method: DFT, the ωB97M-V functional and the def2-TZVPD basis

Output
Strongest force on any atom in eV Å⁻¹: 5.4
Energy relative to the best compared isomer or geometry (same formula, charge and spin) in kcal per mole: 41.04
LUMO energy in eV: 1.0
DFT total energy in a.u.: -351.2648
Kohn-Sham gap in eV: 9.8978
SMILES: Cc1ccccc1.CC

Last column: Mulliken charge in e.
Geometry (Å):
C (0.42, -0.87, -0.39)  -1.07
C (1.19, 2.30, -2.28)  -0.38
C (2.51, 2.59, -1.95)  -0.30
C (0.56, 1.22, -1.79)  -0.43
C (1.25, 0.39, -0.85)  0.78
C (3.19, 1.91, -0.93)  -0.46
C (2.56, 0.73, -0.42)  -0.50
H (0.71, 2.89, -3.07)  0.32
H (3.04, 3.49, -2.44)  0.25
H (-0.48, 1.10, -2.10)  0.28
H (4.07, 2.43, -0.42)  0.29
H (1.14, -1.68, -0.01)  0.31
H (-0.11, -1.23, -1.18)  0.41
H (2.97, 0.06, 0.23)  0.45
H (-0.26, -0.52, 0.45)  0.09
C (-3.06, -2.58, 1.85)  -0.85
C (-2.60, -1.26, 2.33)  -0.79
H (-3.72, -2.92, 2.64)  0.30
H (-3.60, -2.36, 1.03)  0.29
H (-2.30, -3.28, 1.55)  0.29
H (-1.99, -0.47, 1.80)  0.16
H (-2.09, -1.41, 3.26)  0.28
H (-3.38, -0.51, 2.68)  0.29



Entry 7:
Molecular formula: C9H14
Method: DFT, the ωB97M-V functional and the def2-TZVPD basis

Output
Strongest force on any atom in eV Å⁻¹: 2.1
Energy relative to the best compared isomer or geometry (same formula, charge and spin) in kcal per mole: 21.23
LUMO energy in eV: 1.0
DFT total energy in a.u.: -351.2964
Kohn-Sham gap in eV: 10.0166
SMILES: Cc1ccccc1.CC

Last column: Mulliken charge in e.
Geometry (Å):
C (0.86, -2.39, -0.85)  -1.40
C (-0.23, -1.57, 1.34)  -0.65
C (0.54, -1.36, 0.21)  0.87
C (-0.29, -0.52, 2.26)  -0.31
C (0.34, 0.70, 2.04)  -0.45
C (0.96, -0.05, -0.12)  -0.52
C (0.92, 0.97, 0.81)  -0.47
H (-0.67, -2.56, 1.41)  0.36
H (-0.70, -0.67, 3.25)  0.35
H (1.95, -2.54, -0.86)  0.31
H (0.58, -2.17, -1.88)  0.32
H (0.44, 1.22, 2.99)  0.35
H (1.42, 0.08, -1.09)  0.41
H (1.25, 1.96, 0.52)  0.43
H (0.38, -3.35, -0.65)  0.37
C (-1.08, 1.97, -2.83)  -1.00
C (-1.45, 1.69, -1.37)  -0.23
H (-0.05, 2.33, -2.90)  0.30
H (-1.20, 1.09, -3.47)  0.26
H (-1.72, 2.72, -3.28)  0.36
H (-2.28, 1.02, -1.14)  0.30
H (-1.72, 2.68, -1.00)  0.29
H (-0.64, 1.39, -0.69)  -0.26



Entry 8:
Molecular formula: C9H14
Method: DFT, the ωB97M-V functional and the def2-TZVPD basis

Output
Strongest force on any atom in eV Å⁻¹: 2.8
Energy relative to the best compared isomer or geometry (same formula, charge and spin) in kcal per mole: 21.68
LUMO energy in eV: 1.1
DFT total energy in a.u.: -351.2956
Kohn-Sham gap in eV: 10.1199
SMILES: Cc1ccccc1.CC

Last column: Mulliken charge in e.
Geometry (Å):
C (-0.22, -1.61, -1.78)  -1.33
C (-2.97, -1.27, 0.70)  -0.60
C (-2.23, -0.81, 1.84)  -0.31
C (-2.29, -1.41, -0.48)  -0.44
C (-0.97, -1.00, -0.58)  0.82
C (-0.92, -0.40, 1.75)  -0.76
C (-0.28, -0.55, 0.52)  -0.34
H (-4.02, -1.43, 0.76)  0.41
H (-2.82, -0.79, 2.75)  0.32
H (-2.85, -1.75, -1.32)  0.29
H (-0.30, -0.10, 2.63)  0.32
H (0.14, -0.89, -2.50)  0.32
H (-0.84, -2.26, -2.40)  0.39
H (0.78, -0.34, 0.48)  0.55
H (0.50, -2.34, -1.36)  0.33
C (3.04, 1.77, 0.04)  -0.91
C (1.74, 2.53, -0.20)  -0.68
H (3.93, 2.08, -0.53)  0.34
H (3.23, 1.61, 1.10)  0.28
H (2.94, 0.74, -0.35)  0.25
H (0.84, 1.89, -0.15)  0.19
H (1.73, 3.46, 0.34)  0.30
H (1.83, 2.86, -1.23)  0.26



Entry 9:
Molecular formula: C9H14
Method: DFT, the ωB97M-V functional and the def2-TZVPD basis

Output
Strongest force on any atom in eV Å⁻¹: 4.6
Energy relative to the best compared isomer or geometry (same formula, charge and spin) in kcal per mole: 45.84
LUMO energy in eV: 0.9
DFT total energy in a.u.: -351.2571
Kohn-Sham gap in eV: 9.8767
SMILES: Cc1ccccc1.CC

Last column: Mulliken charge in e.
Geometry (Å):
C (4.01, -0.29, -0.92)  -0.81
C (3.86, 0.05, 0.53)  -0.77
H (4.00, -1.28, -1.40)  0.31
H (3.35, 0.38, -1.56)  0.26
H (4.94, 0.35, -1.09)  0.24
H (3.69, 1.10, 0.73)  0.30
H (2.88, -0.18, 0.93)  0.22
H (4.60, -0.66, 1.04)  0.25
C (-2.95, 1.80, -0.76)  -1.49
C (-1.88, -1.75, -0.39)  -0.60
C (-1.19, -1.61, 0.89)  -0.39
C (-2.48, -0.58, -0.87)  -0.52
C (-2.37, 0.64, -0.08)  0.99
C (-1.21, -0.51, 1.64)  -0.47
C (-1.76, 0.68, 1.14)  -0.43
H (-1.82, -2.75, -0.80)  0.37
H (-0.83, -2.55, 1.34)  0.31
H (-2.91, -0.38, -1.81)  0.42
H (-0.92, -0.59, 2.61)  0.47
H (-2.33, 2.13, -1.63)  0.29
H (-3.09, 2.66, -0.05)  0.34
H (-1.68, 1.58, 1.75)  0.33
H (-3.92, 1.75, -1.23)  0.39



Entry 10:
Molecular formula: C9H14
Method: DFT, the ωB97M-V functional and the def2-TZVPD basis

Output
Strongest force on any atom in eV Å⁻¹: 3.5
Energy relative to the best compared isomer or geometry (same formula, charge and spin) in kcal per mole: 22.48
LUMO energy in eV: 1.0
DFT total energy in a.u.: -351.2944
Kohn-Sham gap in eV: 10.0103
SMILES: Cc1ccccc1.CC

Last column: Mulliken charge in e.
Geometry (Å):
C (-2.45, 2.24, 0.96)  -1.38
C (1.34, 0.83, -0.11)  -0.32
C (0.87, 1.89, -0.87)  -0.68
C (0.78, 0.29, 1.03)  -0.67
C (-0.47, 2.15, -0.56)  -0.33
C (-0.52, 0.68, 1.35)  -0.25
C (-1.15, 1.62, 0.55)  0.82
H (2.41, 0.68, -0.28)  0.32
H (1.42, 2.46, -1.61)  0.43
H (1.56, -0.26, 1.55)  0.44
H (-0.91, 2.97, -1.14)  0.30
H (-0.94, 0.24, 2.25)  0.31
H (-3.19, 2.44, 0.17)  0.36
H (-2.24, 3.21, 1.45)  0.28
H (-2.90, 1.65, 1.75)  0.35
C (1.01, -3.21, -0.15)  -0.78
C (0.59, -2.54, -1.45)  -0.64
H (2.09, -3.28, -0.13)  0.24
H (0.72, -2.59, 0.69)  0.20
H (0.58, -4.22, -0.10)  0.33
H (-0.44, -2.78, -1.68)  0.27
H (1.09, -3.04, -2.28)  0.32
H (0.73, -1.42, -1.40)  0.07